A 6-piece molecular cluster, C20H42NO11S4 overall in a non-equilibrium geometry, computed with wB97M-V/def2-TZVPD.

Its charge is +1. Its relative energy (zero: lowest compared OMol25 entry of this formula, charge and spin) is 100.4 kcal per mole. The calculation puts the HOMO energy at -0.4602 Ha. The value obtained for the orbital gap is 10.606 eV. Its electronic energy is -3261.81994 Eh. Its spin multiplicity is 1.

Each line ends with the Mulliken charge.
Geometry (Å):
N (1.337, -1.538, -1.516)  -0.126
H (1.970, -1.644, -0.753)  0.344
H (1.004, -2.380, -1.633)  0.291
H (1.562, -1.148, -2.437)  0.313
H (0.674, -0.638, -1.087)  0.155
C (2.624, -4.263, 4.348)  -2.317
C (3.712, -3.907, 3.375)  0.719
C (4.367, -5.125, 2.701)  -0.463
O (3.814, -5.107, 1.402)  -0.370
C (3.331, -3.865, 1.130)  0.661
O (2.856, -3.595, 0.083)  -0.546
O (3.168, -3.258, 2.182)  -0.301
H (2.073, -4.800, 3.870)  0.771
H (1.996, -3.492, 4.642)  0.490
H (2.683, -4.724, 5.259)  0.515
H (4.542, -3.210, 3.791)  0.303
H (4.058, -6.219, 3.105)  0.274
H (5.453, -4.983, 2.691)  0.270
C (-4.902, -0.323, -3.387)  -0.405
C (-4.561, 1.197, -3.051)  -0.951
C (-3.232, 1.218, -2.415)  -0.371
S (-2.313, -0.022, -3.309)  0.897
O (-1.225, -0.289, -2.428)  -0.398
O (-2.133, 0.239, -4.627)  -0.689
C (-3.634, -1.082, -3.149)  -0.530
H (-5.048, -0.197, -4.506)  0.226
H (-5.717, -0.899, -2.839)  0.366
H (-5.338, 1.574, -2.496)  0.472
H (-4.679, 1.785, -4.082)  0.239
H (-3.488, 1.145, -1.455)  0.335
H (-2.680, 2.172, -2.516)  0.270
H (-3.550, -1.445, -2.212)  0.259
H (-3.700, -2.009, -3.956)  0.343
C (2.301, 4.615, -2.893)  -0.578
C (0.946, 3.868, -3.276)  -0.440
C (1.086, 2.514, -3.784)  0.225
S (2.715, 2.072, -3.411)  1.055
O (3.601, 1.862, -4.499)  -0.702
O (2.776, 0.962, -2.505)  -0.631
C (3.169, 3.432, -2.407)  -0.397
H (2.237, 5.485, -2.044)  0.270
H (2.727, 5.220, -3.885)  0.270
H (0.206, 4.546, -3.816)  0.446
H (0.303, 3.970, -2.319)  -0.097
H (1.117, 2.462, -4.838)  0.497
H (0.342, 1.702, -3.398)  -0.364
H (4.314, 3.680, -2.599)  0.316
H (3.037, 3.351, -1.355)  0.189
C (-1.216, -2.978, 3.146)  -0.423
C (-2.370, -3.695, 2.520)  -0.518
C (-3.197, -2.679, 1.666)  -0.937
S (-1.859, -1.611, 1.092)  1.213
O (-2.406, -0.377, 0.711)  -0.662
O (-1.058, -2.254, 0.098)  -0.690
C (-1.095, -1.546, 2.636)  -0.347
H (-0.111, -3.412, 3.065)  -0.212
H (-1.366, -2.808, 4.141)  0.565
H (-2.762, -4.311, 3.305)  0.410
H (-1.977, -4.265, 1.535)  0.195
H (-3.932, -2.039, 2.141)  0.381
H (-3.608, -3.096, 0.719)  0.442
H (-1.747, -0.878, 3.267)  0.315
H (0.082, -1.322, 2.632)  0.201
C (-0.471, 3.937, 2.708)  -0.711
C (0.967, 4.081, 2.646)  -0.744
C (1.344, 3.365, 1.201)  -0.700
S (0.139, 2.155, 1.010)  1.527
O (0.756, 0.863, 1.303)  -0.764
O (-0.443, 2.310, -0.318)  -0.640
C (-1.001, 2.578, 2.275)  -1.192
H (-0.823, 4.746, 2.172)  0.327
H (-0.973, 4.083, 3.709)  0.353
H (1.442, 3.565, 3.477)  0.342
H (1.105, 5.026, 2.378)  0.421
H (2.221, 2.971, 1.515)  0.417
H (1.344, 4.214, 0.354)  0.142
H (-0.854, 1.960, 3.051)  0.459
H (-2.016, 2.537, 2.147)  0.721


C20H43AlF4N4 as an isolated structure in a non-equilibrium geometry, computed with wB97M-V/def2-TZVPD.

The calculation puts the HOMO energy at -0.3758 Ha. The value obtained for the orbital gap is 8.487 eV. Its electronic energy is -1648.60593 Eh. Its spin multiplicity is 1.

Each line ends with the Mulliken charge.
Geometry (Å):
C (2.850, -2.025, -4.383)  -0.711
C (2.108, -1.255, -5.634)  -0.380
C (2.536, 0.330, -5.614)  -0.722
C (2.165, 1.110, -4.198)  -0.507
C (0.652, 0.709, -3.630)  -0.064
C (-0.011, 2.007, -2.869)  -0.398
C (-1.660, 1.966, -2.806)  -0.607
C (-2.291, 0.448, -2.806)  -0.182
C (-3.820, 0.457, -2.171)  -0.708
C (-3.867, -0.091, -0.599)  -0.767
C (-2.841, 0.843, 0.335)  0.647
C (-2.952, 0.491, 1.926)  -0.593
C (-1.959, 1.312, 2.923)  -0.055
C (-0.792, 2.207, 2.220)  0.362
C (0.536, 2.226, 3.238)  -0.667
C (1.944, 1.883, 2.473)  -0.809
C (2.123, 0.327, 1.994)  -0.047
C (1.473, -0.172, 0.560)  0.731
N (1.597, -1.700, 0.744)  -0.575
C (2.265, -2.017, 2.097)  0.264
N (2.956, -3.179, 2.335)  0.154
N (3.580, -3.370, 3.565)  -0.609
N (2.021, -0.800, 3.014)  0.012
C (0.642, -1.157, 3.525)  -0.410
H (4.018, -2.047, -4.622)  0.272
H (2.702, -1.494, -3.350)  0.033
H (2.444, -3.132, -4.303)  0.280
H (0.931, -1.401, -5.641)  0.239
H (2.489, -1.785, -6.631)  0.327
H (3.682, 0.464, -5.918)  0.327
H (1.908, 0.866, -6.473)  0.260
H (2.143, 2.265, -4.435)  0.337
H (3.014, 0.878, -3.395)  0.187
H (0.016, 0.427, -4.578)  0.214
H (0.701, -0.220, -2.914)  0.031
H (0.261, 2.960, -3.532)  0.331
H (0.448, 2.170, -1.792)  -0.017
H (-2.000, 2.563, -1.854)  0.174
H (-2.071, 2.568, -3.747)  0.333
H (-2.291, 0.079, -3.919)  0.424
H (-1.646, -0.337, -2.185)  0.034
H (-4.168, 1.596, -2.102)  0.277
H (-4.601, -0.108, -2.864)  0.267
H (-4.961, -0.063, -0.170)  0.354
H (-3.524, -1.225, -0.556)  0.263
H (-2.993, 1.967, 0.050)  0.203
H (-1.748, 0.515, -0.016)  -0.681
H (-4.069, 0.751, 2.255)  0.257
H (-2.858, -0.686, 2.107)  0.107
H (-1.564, 0.531, 3.735)  -0.369
H (-2.638, 2.067, 3.550)  0.342
H (-0.384, 1.816, 1.198)  -0.579
H (-1.203, 3.302, 2.107)  0.441
H (0.353, 1.602, 4.224)  0.276
H (0.618, 3.360, 3.596)  0.394
H (2.917, 2.211, 3.082)  0.346
H (1.972, 2.556, 1.489)  0.251
H (3.287, 0.294, 1.732)  0.345
H (2.239, 0.188, -0.248)  0.228
H (0.323, -0.072, 0.376)  -0.621
H (0.590, -2.032, 0.805)  0.361
H (2.945, -3.898, 1.551)  0.339
H (3.852, -4.398, 3.571)  0.317
H (2.903, -3.256, 4.365)  0.315
H (0.341, -0.564, 4.508)  0.132
H (0.581, -2.294, 3.803)  0.287
H (-0.180, -0.980, 2.677)  -0.029
F (-2.889, -2.743, 4.171)  -0.504
Al (-2.807, -1.711, 5.645)  0.995
F (-4.013, -2.289, 6.851)  -0.488
F (-3.173, -0.003, 5.203)  -0.470
F (-1.155, -1.807, 6.354)  -0.501


Which of these has the highest orbital gap?
C20H42NO11S4